Here is 4 unconnected molecules or ions with the total composition C38H87ClN10O14P3S2 at a distorted geometry from OMol25. Energies are from the ωB97M-V functional and the def2-TZVPD basis.

The geometry in ORCA input format:
```
! RIJCOSX wB97M-V def2-TZVPD def2/J DEFGRID3
* xyz 1 1
C 12.153 -1.754 -0.962
C 11.871 -1.413 -2.440
O 10.460 -1.276 -2.652
C 10.035 0.076 -2.488
C 8.602 0.050 -1.915
O 7.895 1.259 -2.141
C 6.896 1.160 -3.137
C 5.517 1.407 -2.486
O 4.533 1.297 -3.537
C 3.623 2.334 -3.517
O 2.594 2.066 -2.527
C 1.392 2.514 -2.911
O 1.222 3.578 -3.460
C 0.157 1.661 -2.624
C -0.940 2.086 -1.858
S -1.033 3.716 -1.085
C -2.278 4.713 -1.920
O -1.535 3.460 0.244
O 0.221 4.397 -0.995
C -1.997 1.242 -1.704
N -2.044 0.021 -2.257
C -3.285 -0.753 -2.012
C -3.727 -0.741 -0.505
C -4.315 -2.126 -0.064
O -3.617 -2.590 1.094
C -1.032 -0.437 -3.017
C -1.052 -1.793 -3.701
C -0.013 -2.805 -3.109
C 0.241 -4.016 -4.045
S 1.372 -3.701 -5.397
O 1.300 -4.845 -6.244
O 1.040 -2.511 -6.141
O 2.871 -3.576 -4.854
C 0.098 0.386 -3.198
Cl 1.432 -0.125 -4.175
H 11.761 -2.748 -0.701
H 11.611 -1.038 -0.318
H 13.220 -1.674 -0.714
H 12.369 -0.468 -2.716
H 12.227 -2.228 -3.089
H 10.717 0.594 -1.798
H 10.067 0.553 -3.486
H 8.079 -0.854 -2.268
H 8.715 -0.082 -0.824
H 6.892 0.211 -3.692
H 7.081 1.956 -3.882
H 5.339 0.564 -1.798
H 5.495 2.372 -1.965
H 4.126 3.294 -3.316
H 3.192 2.437 -4.525
H -3.251 4.344 -1.564
H -2.159 5.757 -1.607
H -2.232 4.580 -3.010
H -2.848 1.591 -1.116
H -3.225 -1.798 -2.313
H -4.091 -0.253 -2.568
H -4.560 -0.028 -0.395
H -2.927 -0.413 0.173
H -4.215 -2.891 -0.846
H -5.384 -2.048 0.188
H -3.566 -1.830 1.686
H -0.725 -1.609 -4.743
H -2.042 -2.250 -3.774
H 0.917 -2.310 -2.798
H -0.468 -3.204 -2.186
H -0.730 -4.344 -4.439
H 0.675 -4.811 -3.421
H 3.238 -2.747 -5.205
O 12.162 -4.341 -4.802
P 11.086 -4.278 -5.873
N 9.803 -4.846 -4.883
C 9.055 -6.080 -4.872
C 9.330 -3.899 -3.886
N 11.879 -5.402 -6.921
C 11.366 -6.652 -7.462
C 13.333 -5.529 -6.744
N 9.973 -3.855 -7.123
C 8.782 -4.541 -7.574
C 10.587 -3.030 -8.173
H 7.981 -5.885 -5.008
H 9.176 -6.611 -3.920
H 9.340 -6.768 -5.661
H 8.676 -3.145 -4.350
H 10.163 -3.380 -3.418
H 8.771 -4.389 -3.087
H 10.903 -7.292 -6.709
H 12.162 -7.252 -7.903
H 10.682 -6.479 -8.297
H 13.586 -6.222 -5.933
H 13.790 -4.567 -6.527
H 13.802 -5.889 -7.663
H 8.891 -5.619 -7.675
H 8.466 -4.166 -8.548
H 7.942 -4.347 -6.899
H 11.106 -3.645 -8.917
H 11.316 -2.342 -7.739
H 9.845 -2.413 -8.684
O -5.898 2.902 1.797
P -5.107 3.617 2.885
N -5.693 2.683 4.197
C -6.577 3.000 5.302
C -5.188 1.324 4.273
N -5.836 5.158 2.580
C -6.552 6.019 3.510
C -6.397 5.349 1.238
N -3.914 4.346 3.891
C -3.988 4.774 5.273
C -2.919 5.089 3.108
H -6.073 2.828 6.261
H -7.476 2.378 5.287
H -6.906 4.034 5.314
H -4.170 1.307 4.691
H -5.156 0.861 3.282
H -5.820 0.693 4.899
H -7.310 5.491 4.092
H -7.088 6.812 2.988
H -5.868 6.561 4.167
H -7.410 4.940 1.155
H -5.775 4.880 0.478
H -6.434 6.412 0.984
H -4.901 5.306 5.533
H -3.158 5.439 5.514
H -3.887 3.922 5.950
H -3.263 6.103 2.869
H -2.718 4.575 2.166
H -1.961 5.158 3.628
O -8.814 2.001 7.441
P -10.032 1.720 8.305
N -9.444 0.257 8.989
C -9.834 -1.122 8.816
C -8.380 0.409 9.971
N -11.120 1.614 6.961
C -11.993 0.511 6.588
C -10.702 2.314 5.740
N -11.352 1.742 9.411
C -12.154 0.650 9.922
C -12.072 3.024 9.407
H -10.130 -1.565 9.777
H -9.009 -1.723 8.415
H -10.680 -1.253 8.149
H -8.788 0.724 10.942
H -7.654 1.160 9.649
H -7.831 -0.521 10.119
H -11.488 -0.457 6.581
H -12.389 0.640 5.581
H -12.888 0.476 7.213
H -10.017 1.707 5.135
H -10.210 3.256 5.972
H -11.569 2.568 5.126
H -12.454 -0.080 9.172
H -13.070 1.026 10.377
H -11.626 0.120 10.720
H -12.816 3.065 8.602
H -11.375 3.852 9.263
H -12.575 3.204 10.359
*
```

For the total energy, the calculation gives -5381.00927 Eh. Its HOMO-LUMO gap is 4.34 eV. Its HOMO energy is -8.99 eV.

Atom charges from the Löwdin analysis, given in e for atoms 1 to 8:
1 C -0.067
2 C -0.257
3 O -0.205
4 C -0.179
5 C -0.178
6 O -0.129
7 C -0.190
8 C -0.137

---

Here is 6 unconnected molecules or ions with the total composition C38H87N4O16 from OMol25. Energies are from the ωB97M-V functional and the def2-TZVPD basis.

The geometry in ORCA input format:
```
! RIJCOSX wB97M-V def2-TZVPD def2/J DEFGRID3
* xyz 1 1
C 5.957 3.050 2.505
O 5.684 4.208 1.740
C 5.598 3.961 0.343
C 4.853 5.096 -0.334
C 3.321 4.988 -0.239
C 2.660 5.923 0.793
C 2.240 5.271 2.112
N 0.836 4.846 2.162
C 0.398 3.643 1.852
N -0.887 3.253 1.941
C -0.890 1.996 1.568
N 0.320 1.566 1.238
N 1.169 2.627 1.420
H 6.455 2.282 1.911
H 6.617 3.318 3.328
H 5.036 2.636 2.930
H 5.063 3.016 0.177
H 6.603 3.851 -0.074
H 5.199 6.038 0.088
H 5.144 5.074 -1.385
H 3.085 3.946 0.002
H 2.879 5.170 -1.218
H 3.381 6.699 1.055
H 1.809 6.439 0.350
H 2.363 5.982 2.926
H 2.867 4.406 2.337
H 0.131 5.480 2.503
H -1.734 1.329 1.493
H 0.640 0.664 0.909
H 2.153 2.551 1.227
C 2.024 4.812 10.592
O 3.000 4.670 9.583
C 4.026 3.769 9.958
C 4.827 3.346 8.750
O 4.197 2.341 7.965
C 3.149 2.761 7.115
C 3.628 3.428 5.844
O 3.967 4.780 6.073
C 4.699 5.329 5.003
H 2.464 5.185 11.524
H 1.289 5.531 10.238
H 1.523 3.858 10.795
H 3.594 2.880 10.435
H 4.697 4.258 10.677
H 5.750 2.886 9.107
H 5.090 4.215 8.144
H 2.439 3.406 7.638
H 2.632 1.843 6.828
H 2.820 3.381 5.092
H 4.497 2.879 5.460
H 5.651 4.808 4.861
H 4.903 6.370 5.241
H 4.130 5.280 4.068
C 4.765 -2.021 -1.414
O 3.913 -2.708 -0.526
C 3.526 -1.919 0.574
C 2.336 -2.527 1.283
O 1.094 -2.286 0.634
C 0.843 -3.070 -0.532
C 0.454 -4.497 -0.243
O 1.603 -5.277 0.021
C 1.273 -6.523 0.598
H 5.685 -1.693 -0.915
H 5.026 -2.709 -2.215
H 4.262 -1.146 -1.847
H 3.264 -0.904 0.232
H 4.362 -1.839 1.284
H 2.250 -2.044 2.260
H 2.492 -3.595 1.445
H 1.687 -3.023 -1.221
H -0.013 -2.588 -1.012
H -0.073 -4.904 -1.117
H -0.231 -4.521 0.614
H 0.772 -6.390 1.564
H 2.201 -7.068 0.751
H 0.620 -7.106 -0.061
C -0.509 -0.355 -3.321
O 0.306 -0.824 -4.363
C 0.984 -2.020 -4.013
C 1.523 -2.728 -5.237
O 0.562 -3.495 -5.938
C -0.348 -2.791 -6.770
C 0.241 -2.320 -8.079
O 0.986 -1.130 -7.893
C 1.795 -0.836 -9.010
H 0.082 -0.145 -2.415
H -0.980 0.567 -3.659
H -1.293 -1.078 -3.066
H 0.302 -2.692 -3.475
H 1.822 -1.764 -3.347
H 2.263 -3.453 -4.892
H 2.023 -2.014 -5.895
H -0.803 -1.957 -6.231
H -1.132 -3.515 -6.999
H -0.576 -2.129 -8.789
H 0.883 -3.109 -8.489
H 2.532 -1.628 -9.185
H 2.318 0.094 -8.800
H 1.193 -0.708 -9.917
C -3.485 3.258 -1.450
O -4.715 2.602 -1.603
C -5.001 2.298 -2.959
C -6.055 1.222 -3.053
O -5.547 -0.087 -2.859
C -5.291 -0.498 -1.527
C -6.528 -0.877 -0.748
O -7.179 0.281 -0.261
C -8.487 0.003 0.188
H -3.442 4.200 -2.009
H -3.362 3.474 -0.389
H -2.660 2.611 -1.782
H -4.092 1.950 -3.467
H -5.358 3.205 -3.464
H -6.436 1.227 -4.076
H -6.886 1.435 -2.377
H -4.716 0.256 -0.982
H -4.677 -1.397 -1.624
H -6.237 -1.516 0.099
H -7.200 -1.450 -1.398
H -9.114 -0.372 -0.628
H -8.910 0.934 0.560
H -8.482 -0.734 0.999
C -3.798 -3.086 -4.363
O -4.202 -4.147 -3.530
C -3.189 -5.122 -3.361
C -3.506 -6.024 -2.190
O -3.173 -5.478 -0.919
C -4.031 -4.472 -0.406
C -5.345 -4.988 0.133
O -6.260 -5.215 -0.920
C -7.369 -5.981 -0.506
H -3.498 -3.450 -5.354
H -4.642 -2.411 -4.476
H -2.957 -2.534 -3.922
H -2.215 -4.640 -3.200
H -3.126 -5.732 -4.272
H -2.883 -6.916 -2.279
H -4.552 -6.335 -2.227
H -4.207 -3.686 -1.146
H -3.480 -4.037 0.432
H -5.765 -4.243 0.825
H -5.165 -5.916 0.690
H -7.057 -6.974 -0.162
H -8.027 -6.094 -1.364
H -7.919 -5.483 0.302
*
```

The energy relative to the best compared isomer or geometry (same formula, charge and spin) is 0.000 eV. For the total energy, the calculation gives -2922.39472 Eh. Its HOMO-LUMO gap is 8.14 eV. Its HOMO energy is -10.82 eV.

Atom charges from the Löwdin analysis, given in e for atoms 1 to 8:
1 C -0.109
2 O -0.196
3 C -0.239
4 C -0.159
5 C -0.177
6 C -0.151
7 C -0.158
8 N 0.115

---

The highest HOMO energy belongs to which entry?
C38H87ClN10O14P3S2

---

Among the records above, which one has the highest HOMO energy?
C38H87ClN10O14P3S2

---

Which of these has the lowest HOMO energy?
C38H87N4O16

---

HOMO-LUMO gap of number 2 (C38H87N4O16)?
8.14 eV